(1)
Molecular formula: C14H22BrI2InO3P2
Method: DFT, ωB97M-V/def2-TZVPD

CARTESIAN COORDINATES (ANGSTROEM)
1 I -2.8902 0.2677 -1.8051
2 I -0.5406 0.2328 -3.9982
3 In 0.9637 -0.3519 -1.3654
4 P -0.2668 -2.6829 -1.8454
5 C -0.9594 -3.4485 -0.3394
6 C -1.3852 -3.1475 -3.1953
7 H -1.4216 -4.2402 -3.3166
8 H 1.0564 -4.6892 -2.2674
9 H -1.0316 -2.6952 -4.1344
10 H 1.7831 -3.2137 -2.9908
11 H -1.8634 -2.8981 -0.0444
12 H -2.3977 -2.7601 -2.9814
13 C 1.2717 -3.6247 -2.1072
14 H -1.2210 -4.5030 -0.5421
15 H 1.9288 -3.5005 -1.2358
16 H -0.2273 -3.4020 0.4846
17 P -0.2695 2.5565 -1.6300
18 C -0.6834 3.4436 -0.0765
19 C 1.2679 3.4754 -2.0715
20 H -1.3514 2.9373 -3.7672
21 H -1.2959 4.4459 -2.7701
22 H -2.4865 3.1276 -2.4097
23 C -1.4760 3.3614 -2.7625
24 H 1.6702 3.0629 -3.0071
25 H 1.0335 4.5456 -2.1918
26 H -0.4228 4.5052 -0.1860
27 H -0.1017 3.0237 0.7536
28 H 2.0087 3.3460 -1.2633
29 H -1.7578 3.3479 0.1154
30 C -2.1389 0.4705 1.0089
31 O -2.1236 0.6653 2.1275
32 Br 2.2468 2.3623 2.2645
33 C 1.5821 0.9157 3.3402
34 C 1.4332 1.0575 4.7165
35 C 0.9537 0.0093 5.4958
36 C 0.6928 -1.2143 4.8928
37 C 0.8302 -1.3984 3.5214
38 C 1.1494 -0.2809 2.7433
39 C 1.0323 -0.2963 1.2798
40 O 1.7797 -1.0782 0.5759
41 O 0.1969 0.4902 0.7255
42 H 1.6454 2.0200 5.1823
43 H 0.8010 0.1538 6.5691
44 H 0.3228 -2.0507 5.4858
45 H 0.6619 -2.3475 3.0217

Computed properties:
E: -4814.00302 Eh
relative energy (zero: lowest compared OMol25 entry of this formula, charge and spin): 0.0 kcal per mole
LUMO level (alpha / beta): -10.2 / -10.1 eV
E_HOMO (alpha / beta): -14.19 / -14.19 eV
charge: +2
frontier orbital gap (alpha / beta): 0.1474 / 0.1490 Ha

(2)
Molecular formula: C21H23FIrN4OSi
Method: DFT, ωB97M-V/def2-TZVPD

CARTESIAN COORDINATES (ANGSTROEM)
1 Ir 0.0207 -0.1636 -1.1804
2 O 1.2862 3.2369 -2.7233
3 C 1.2256 2.1733 -2.1811
4 N 0.0120 1.5624 -1.8250
5 C -1.2378 2.2164 -2.2118
6 C -2.3661 1.2932 -1.8618
7 C -3.6987 1.6696 -1.8537
8 C -4.6612 0.7209 -1.5651
9 C -4.2762 -0.5924 -1.2967
10 C -2.9395 -0.9006 -1.2906
11 N -1.9981 0.0280 -1.5618
12 C 2.4028 1.3091 -1.8288
13 C 3.7048 1.7477 -1.8589
14 C 4.7085 0.8307 -1.5698
15 C 4.3690 -0.4851 -1.2834
16 C 3.0352 -0.8513 -1.2642
17 N 2.0703 0.0390 -1.5258
18 H -1.2146 2.4165 -3.2857
19 H -1.3575 3.1874 -1.7252
20 H -3.9661 2.6942 -2.0740
21 H -5.7075 0.9962 -1.5525
22 H -5.0066 -1.3613 -1.0894
23 H -2.5868 -1.9023 -1.0862
24 H 3.9094 2.7798 -2.1090
25 H 5.7463 1.1364 -1.5812
26 H 5.1272 -1.2269 -1.0761
27 H 2.7259 -1.8688 -1.0643
28 C -1.5419 1.7699 1.4992
29 Si 0.0302 0.8757 1.9019
30 C 0.1282 0.5210 3.7124
31 C 1.5107 1.8665 1.3857
32 N 0.0264 -0.6096 0.7683
33 C 0.0209 -1.9098 1.1367
34 C 0.0205 -2.4047 2.4746
35 C 0.0217 -3.7561 2.7204
36 C 0.0246 -4.6820 1.6711
37 C 0.0193 -4.2463 0.3436
38 C 0.0150 -2.9037 0.1422
39 F 0.0038 -2.3967 -1.1383
40 H -1.5884 2.6847 2.0969
41 H -2.4316 1.1784 1.7321
42 H -1.5810 2.0586 0.4519
43 H 0.1681 1.5021 4.1949
44 H 1.0309 -0.0179 4.0065
45 H -0.7445 0.0019 4.1126
46 H 1.6675 2.6633 2.1178
47 H 1.3572 2.3417 0.4198
48 H 2.4276 1.2710 1.3501
49 H 0.0190 -1.7083 3.2938
50 H 0.0204 -4.1089 3.7426
51 H 0.0308 -5.7427 1.8812
52 H 0.0175 -4.9335 -0.4923

Computed properties:
E: -1601.50343 Eh
relative energy (zero: lowest compared OMol25 entry of this formula, charge and spin): 0.0 kcal per mole
LUMO level (alpha / beta): -7.4 / -8.5 eV
E_HOMO (alpha / beta): -14.75 / -15.53 eV
charge: +2
spin multiplicity: 2
frontier orbital gap (alpha / beta): 0.2690 / 0.2599 Ha

(3)
Molecular formula: C13H16N2O4S
Method: DFT, ωB97M-V/def2-TZVPD

CARTESIAN COORDINATES (ANGSTROEM)
1 C -4.6863 -1.0266 -1.2599
2 C -4.5485 -0.9849 0.0105
3 C -5.8465 -0.1783 0.6350
4 C -3.4209 -0.0003 0.4125
5 O -3.4548 1.1582 0.4526
6 O -2.2899 -0.6257 0.4864
7 C -1.0916 0.0777 0.6600
8 C -0.5118 0.4509 -0.7148
9 N 0.9425 0.7011 -0.5771
10 C 1.9302 0.2229 -0.1735
11 N 1.9411 -1.2454 -0.1547
12 S 3.4450 -1.9037 0.2373
13 O 3.6685 -2.7068 1.4190
14 O 3.7877 -2.6693 -0.9895
15 C 4.3568 -0.1468 0.0584
16 C 5.5462 0.1369 0.3920
17 C 5.8583 1.4345 0.1485
18 C 4.8024 2.4965 0.2095
19 C 3.5855 2.1564 -0.0421
20 C 3.1958 0.7445 0.1121
21 H -3.6976 -1.5085 -1.7662
22 H -5.4359 -1.5763 -1.5627
23 H -4.8391 -0.1059 -1.8708
24 H -4.3294 -1.5638 0.6849
25 H -6.6666 -0.7084 0.5624
26 H -5.9663 0.7134 0.3187
27 H -5.7496 -0.1250 1.8439
28 H -0.3519 -0.6470 1.3348
29 H -1.2677 1.1897 1.3111
30 H -0.3947 -0.6022 -1.1476
31 H -0.9902 1.2330 -1.1654
32 H 1.0811 -1.8456 -0.1357
33 H 6.3626 -0.5102 0.3839
34 H 6.9452 1.5550 0.3537
35 H 5.2807 3.4672 0.0184
36 H 2.8098 2.9424 -0.4854

Computed properties:
E: -1313.25203 Eh
relative energy (zero: lowest compared OMol25 entry of this formula, charge and spin): 256.1 kcal per mole
LUMO level: -0.7 eV
SMILES: CC(C)C(=O)OCC/N=C1\NS(=O)(=O)c2ccccc21
E_HOMO: -9.28 eV
charge: 0
frontier orbital gap: 0.3150 Ha

(4)
Molecular formula: C39H33AuN6PS
Method: DFT, ωB97M-V/def2-TZVPD

CARTESIAN COORDINATES (ANGSTROEM)
1 Au 0.2433 0.1677 0.1026
2 N 0.2225 -0.2432 2.4001
3 C 1.5298 -0.0126 2.9853
4 C 1.6551 0.3982 4.2992
5 C 2.9233 0.6087 4.8271
6 C 4.0543 0.4093 4.0481
7 C 3.9226 0.0185 2.7245
8 C 2.6562 -0.1928 2.1831
9 P 2.4149 -0.5632 0.4393
10 C 2.5643 -2.3308 0.1748
11 C 2.2514 -2.8515 -1.0836
12 C 2.3865 -4.2071 -1.3221
13 C 2.8246 -5.0501 -0.3049
14 C 3.1246 -4.5386 0.9488
15 C 2.9976 -3.1766 1.1933
16 C 3.7129 0.2770 -0.4685
17 C 4.7697 -0.4244 -1.0432
18 C 5.8248 0.2744 -1.6172
19 C 5.8251 1.6612 -1.6154
20 C 4.7684 2.3651 -1.0435
21 C 3.7144 1.6759 -0.4709
22 H -0.5052 0.2636 2.8963
23 H -0.0299 -1.2298 2.4249
24 H 0.7769 0.5459 4.9158
25 H 3.0245 0.9342 5.8535
26 H 5.0372 0.5778 4.4655
27 H 4.8034 -0.1071 2.1066
28 H 1.9049 -2.1954 -1.8757
29 H 2.1550 -4.6132 -2.2975
30 H 2.9339 -6.1098 -0.4937
31 H 3.4666 -5.1958 1.7368
32 H 3.2454 -2.7817 2.1706
33 H 4.7792 -1.5070 -1.0368
34 H 6.6539 -0.2674 -2.0516
35 H 6.6562 2.1999 -2.0505
36 H 4.7802 3.4468 -1.0322
37 H 2.9049 2.2233 0.0033
38 C -2.2186 -5.4710 0.1841
39 C -1.0272 -4.8279 0.4867
40 C -0.9662 -3.4444 0.4332
41 C -2.1012 -2.7164 0.0925
42 C -3.3006 -3.3582 -0.2201
43 C -3.3482 -4.7378 -0.1749
44 N -1.9596 -1.3028 0.1243
45 N -3.0052 -0.6534 -0.0196
46 C -2.8486 0.7652 0.0519
47 C -4.0230 1.4945 0.1146
48 C -3.9480 2.8744 0.2141
49 C -2.6987 3.4767 0.2251
50 C -1.5741 2.6775 0.1406
51 N -1.6409 1.3402 0.0601
52 H -2.2744 -6.5504 0.2290
53 H -0.1528 -5.3994 0.7650
54 H -0.0405 -2.9276 0.6535
55 H -4.1760 -2.7817 -0.4830
56 H -4.2708 -5.2510 -0.4082
57 H -4.9645 0.9640 0.0986
58 H -4.8485 3.4695 0.2832
59 H -2.5880 4.5489 0.3015
60 H -0.5831 3.1126 0.1393
61 S -0.4046 1.5610 -6.6464
62 C -0.0790 1.0624 -4.9649
63 C -0.9680 0.1865 -4.3533
64 C -0.7575 -0.1032 -3.0139
65 N 0.2559 0.4135 -2.3141
66 C 1.1124 1.2371 -2.9193
67 C 0.9800 1.6026 -4.2524
68 C -0.1747 0.1236 -7.5461
69 C -1.0430 -0.1342 -8.6254
70 C -0.7791 -1.2558 -9.3877
71 N 0.2704 -2.0565 -9.1717
72 C 1.1079 -1.7843 -8.1677
73 C 0.9308 -0.7221 -7.3037
74 H -1.8097 -0.2466 -4.8762
75 H -1.4238 -0.7756 -2.4874
76 H 1.9331 1.6170 -2.3238
77 H 1.6806 2.2978 -4.6948
78 H -1.8830 0.5100 -8.8471
79 H -1.4261 -1.5241 -10.2136
80 H 1.9532 -2.4513 -8.0506
81 H 1.6282 -0.5327 -6.4999

Computed properties:
E: -2708.76882 Eh
relative energy (zero: lowest compared OMol25 entry of this formula, charge and spin): 0.0 kcal per mole
LUMO level (alpha / beta): -8.3 / -11.9 eV
E_HOMO (alpha / beta): -15.46 / -15.85 eV
charge: +3
spin multiplicity: 3
frontier orbital gap (alpha / beta): 0.2634 / 0.1439 Ha

(5)
Molecular formula: C5H6O2
Method: DFT, ωB97M-V/def2-TZVPD

CARTESIAN COORDINATES (ANGSTROEM)
1 C -1.9318 -0.1748 2.2280
2 C -1.3433 -0.5389 1.2405
3 C -0.4901 -0.8625 0.0901
4 O -0.5989 -1.8913 -0.5342
5 C 0.5515 0.2272 -0.1880
6 C 1.2854 -0.0035 -1.4893
7 O -0.0837 1.4888 -0.2478
8 H -2.4687 0.1164 3.1046
9 H 1.2616 0.1890 0.6576
10 H 2.1025 0.7159 -1.5860
11 H 0.5987 0.1272 -2.3295
12 H 1.6890 -1.0179 -1.5224
13 H -0.5723 1.6244 0.5765

Computed properties:
E: -344.51819 Eh
relative energy (zero: lowest compared OMol25 entry of this formula, charge and spin): 52.5 kcal per mole
LUMO level: 0.1 eV
SMILES: C#CC(=O)[C@@H](C)O
E_HOMO: -10.15 eV
charge: 0
frontier orbital gap: 0.3756 Ha

(6)
Molecular formula: C7H14O2
Method: DFT, ωB97M-V/def2-TZVPD

CARTESIAN COORDINATES (ANGSTROEM)
1 C 1.9738 1.2343 0.3994
2 C 0.9305 0.4029 -0.3481
3 C 1.1819 0.3863 -1.8469
4 C -0.5099 0.8429 0.0024
5 C -1.0401 -0.2231 0.9809
6 C -2.5493 -0.4336 0.9350
7 C -0.2491 -1.4404 0.5333
8 O 0.7297 -1.9611 1.1332
9 O -0.7380 -2.0112 -0.5815
10 H 1.9395 2.2745 0.0721
11 H 1.7982 1.2046 1.4739
12 H 2.9801 0.8613 0.2123
13 H 1.2243 -0.7034 0.1801
14 H 2.1892 0.0336 -2.0736
15 H 1.0829 1.3896 -2.2694
16 H 0.4609 -0.2537 -2.3545
17 H -0.5439 1.8426 0.4387
18 H -1.1266 0.8280 -0.8982
19 H -0.7115 -0.0025 1.9992
20 H -2.8665 -0.7037 -0.0708
21 H -2.8520 -1.2270 1.6179
22 H -3.0621 0.4851 1.2187
23 H -0.2420 -2.8262 -0.7542

Computed properties:
E: -425.56455 Eh
relative energy (zero: lowest compared OMol25 entry of this formula, charge and spin): 25.5 kcal per mole
LUMO level: 0.8 eV
SMILES: CC(C)C[C@@H](C)C(=O)O
E_HOMO: -9.48 eV
charge: 0
frontier orbital gap: 0.3764 Ha